(1)
The following is a DFT calculation (ωB97M-V/def2-TZVPD) of a cluster of 3 separate species, C19H21F18N2O9P in total at a distorted geometry.

```
70
Properties=species:S:1:pos:R:3
N 3.4753 -1.6039 1.1961
C 2.5182 -0.5734 0.7050
C 1.3204 -1.3620 0.1032
C 0.1718 -0.4279 -0.3679
C -0.9941 -0.2297 0.6253
N -1.4298 1.2051 0.8215
C -0.4465 1.9191 1.6109
O -0.7131 2.3435 2.6753
F 0.7833 2.0845 1.1210
C -1.5941 1.8896 -0.3928
O -1.9603 1.4642 -1.4209
F -1.3352 3.1975 -0.2951
C -0.8954 -0.7254 2.1046
O 0.0158 -1.0078 2.7929
O -2.1911 -0.7397 2.5789
C -3.1672 -0.5959 1.5294
C -2.3176 -0.9941 0.2851
P -2.3122 -2.8502 0.2825
O -3.0989 -3.2649 -0.9224
O -0.8233 -3.5098 0.1509
O -3.0448 -3.5080 1.5884
H 2.9542 -2.2158 1.8209
H 4.1336 -1.1494 1.8234
H 3.0526 -0.0004 -0.0654
H 2.2178 0.0362 1.5701
H 1.7306 -1.8815 -0.7765
H 1.0334 -2.1106 0.8461
H -0.2501 -0.8480 -1.2945
H 0.6415 0.5168 -0.6820
H -3.6518 0.3896 1.4670
H -4.0216 -1.2524 1.7444
H -2.8169 -0.7343 -0.6539
H -0.7030 -3.8288 -0.7489
H -2.5039 -3.4452 2.3899
F -1.6496 -3.7889 -7.7263
C -2.6732 -4.6384 -7.5283
F -3.3308 -4.7447 -8.7084
C -3.6427 -4.1560 -6.4455
F -4.2561 -3.0174 -6.8320
F -4.6144 -5.1063 -6.3558
C -3.0882 -3.9684 -5.0161
O -2.7301 -2.6532 -4.5898
C -1.4756 -2.1259 -4.8586
F -0.6460 -3.0787 -5.3152
F -0.9728 -1.7277 -3.6696
C -1.5407 -0.9034 -5.7779
F -2.1355 -1.1953 -6.9471
F -0.2887 -0.4709 -6.0521
H -2.2685 -5.6226 -7.2753
H -3.9166 -4.2251 -4.3560
H -2.3072 -4.6919 -4.7835
H -2.1006 -0.0972 -5.2992
F 5.1187 4.4351 3.6912
C 5.4551 4.1150 4.9522
F 6.3156 3.0700 4.8771
C 4.2473 3.7194 5.8072
F 3.6874 2.5841 5.3394
F 4.7381 3.4261 7.0442
C 3.1399 4.7753 6.0214
O 1.9662 4.7091 5.2104
C 1.9294 5.3108 3.9562
F 2.9975 6.1085 3.7804
F 0.8496 6.1164 3.9488
C 1.7618 4.2872 2.8319
F 2.7505 3.3710 2.8349
F 1.7962 4.9041 1.6248
H 5.9859 4.9606 5.3993
H 2.7601 4.5828 7.0246
H 3.5436 5.7869 6.0606
H 0.8161 3.7625 2.9194
```

Output
Multiplicity: 1
Lowest unoccupied orbital energy in eV: 0.121
Orbital gap in eV: 9.7
E in Ha: -3662.319820
Highest occupied orbital energy in eV: -9.58
SMILES: NCCC[C@]1(N(C(=O)F)C(=O)F)C(=O)OC[C@@H]1P(=O)(O)O.FC(F)C(F)(F)COC(F)(F)C(F)F.FC(F)C(F)(F)COC(F)(F)C(F)F

Atomic partial charges in e from the Löwdin method, atoms 1 to 4: -0.017 -0.273 -0.184 -0.084

---

(2)
The following is a DFT calculation (ωB97M-V/def2-TZVPD) of a cluster of 2 separate species, C43H52N3S2 in total at a distorted geometry.

```
100
Properties=species:S:1:pos:R:3
C -1.0395 3.8372 -2.6951
C -0.8938 3.7963 -1.1789
C -1.5952 4.9757 -0.5051
C 0.5779 3.6564 -0.7994
C 1.3794 4.7743 -0.5913
C 2.7441 4.6325 -0.3303
C 3.3074 3.3613 -0.2427
C 2.5224 2.2198 -0.4292
C 3.1634 0.8322 -0.3386
C 3.6689 0.5518 1.0696
C 4.2533 0.6277 -1.3921
C 1.1640 2.3808 -0.7302
N 0.3406 1.2135 -0.9507
N -0.0201 0.8185 -2.1928
N -0.8180 -0.2732 -1.9839
C -1.1222 -1.2042 -3.0560
C -0.3125 -2.3350 -3.2706
C 0.9774 -2.5433 -2.4852
C 2.0942 -1.7039 -3.0975
C 1.3869 -4.0138 -2.3691
C -0.6475 -3.2061 -4.3083
C -1.7549 -2.9628 -5.1173
C -2.5551 -1.8464 -4.8864
C -2.2410 -0.9551 -3.8604
C -3.0708 0.3101 -3.6734
C -4.5763 0.0585 -3.7999
C -2.5968 1.3826 -4.6510
C -0.9280 -0.5513 -0.6257
C -1.7224 -1.6401 -0.1339
C -1.2320 -2.4683 0.9013
C -1.9487 -3.5925 1.3006
C -3.1850 -3.8803 0.7088
C -3.7137 -3.0275 -0.2745
C -2.9966 -1.9152 -0.6851
C -0.1224 0.3465 0.0595
C 0.2588 0.4432 1.3838
H -0.5499 2.9611 -3.1383
H -2.0963 3.8346 -2.9893
H -0.5756 4.7469 -3.1036
H -1.3917 2.8836 -0.8256
H -1.4152 4.9641 0.5750
H -1.2574 5.9348 -0.9144
H -2.6757 4.8980 -0.6678
H 0.9249 5.7662 -0.6332
H 3.3655 5.5177 -0.1872
H 4.3690 3.2370 -0.0213
H 2.3662 0.1121 -0.5477
H 2.8327 0.5979 1.7751
H 4.1084 -0.4501 1.1392
H 4.4210 1.2866 1.3858
H 3.8374 0.7734 -2.3962
H 5.0826 1.3308 -1.2497
H 4.6504 -0.3924 -1.3303
H 0.7991 -2.1785 -1.4651
H 1.8096 -0.6438 -3.1262
H 3.0230 -1.8000 -2.5210
H 2.2959 -2.0302 -4.1289
H 0.5622 -4.6180 -1.9731
H 1.6945 -4.4210 -3.3406
H 2.2353 -4.1122 -1.6816
H -0.0236 -4.0813 -4.4984
H -1.9967 -3.6475 -5.9310
H -3.4320 -1.6550 -5.5073
H -2.8738 0.6666 -2.6546
H -4.8840 -0.8048 -3.1969
H -5.1301 0.9356 -3.4424
H -4.8638 -0.1221 -4.8439
H -1.5074 1.4987 -4.5917
H -2.8543 1.1060 -5.6824
H -3.0611 2.3505 -4.4278
H -0.2807 -2.1945 1.3567
H -1.5441 -4.2354 2.0812
H -3.7503 -4.7566 1.0322
H -4.6916 -3.2330 -0.7083
H -3.3991 -1.2171 -1.4202
H -0.1489 -0.2676 2.0942
H 0.7831 1.3430 1.6883
C -0.8290 2.4385 7.5648
C -1.6195 1.3311 7.2236
C -1.1201 0.3384 6.3754
C 0.1794 0.4449 5.8290
C 0.6733 -0.4982 4.8237
S 2.2630 -0.2917 4.2453
C 2.8386 -1.9460 3.7358
C 2.1954 -3.1367 4.4161
C 0.7164 -3.2722 4.1237
S -0.3121 -1.7618 4.2390
C 0.9900 1.5249 6.2469
C 0.4868 2.5172 7.0877
H -1.2354 3.2394 8.1831
H -2.6378 1.2553 7.6088
H -1.7362 -0.5225 6.1153
H 2.7800 -1.9961 2.6410
H 3.8942 -1.8781 4.0330
H 2.6996 -4.0355 4.0444
H 2.3578 -3.0814 5.4928
H 0.5371 -3.6758 3.1192
H 0.2377 -3.9388 4.8507
H 2.0180 1.5973 5.8907
H 1.1190 3.3640 7.3590
```

Output
Multiplicity: 1
Lowest unoccupied orbital energy in eV: -4.902
Orbital gap in eV: 3.5
E in Ha: -2630.076869
Total charge: +1
Highest occupied orbital energy in eV: -8.40

Atomic partial charges in e from the Löwdin method, atoms 1 to 4: -0.062 -0.375 -0.071 -0.120

---

(3)
The following is a DFT calculation (ωB97M-V/def2-TZVPD) of a structure of composition C6H10O at a distorted geometry.

```
17
Properties=species:S:1:pos:R:3
C -1.2775 0.2300 -1.2657
C -0.2190 0.0228 -0.2051
C 1.2709 -0.1676 -0.5461
C 1.5430 -0.1914 0.9527
C 0.0871 1.1501 0.7794
O 0.7934 -1.2157 1.4745
C -0.4149 -1.2176 0.6776
H -1.3573 -0.6502 -1.9133
H -1.0322 1.0932 -1.8943
H -2.2590 0.4134 -0.8111
H 1.5438 -1.0863 -1.0802
H 1.7271 0.6972 -1.0325
H 1.5538 0.7788 1.4898
H 0.3970 2.0950 0.3078
H -0.5982 1.3397 1.6218
H -0.4883 -2.1377 0.0839
H -1.2694 -1.1538 1.3610
```

Output
Multiplicity: 1
Lowest unoccupied orbital energy in eV: 0.836
Orbital gap in eV: 8.8
E in Ha: -309.704958
Highest occupied orbital energy in eV: -7.95

Atomic partial charges in e from the Löwdin method, atoms 1 to 4: -0.033 -0.547 -0.102 -0.152

---

Question: What is the highest occupied orbital energy in the third record?
Answer: -7.95 eV